# C29H84N2O13

A 13-piece molecular cluster, C29H84N2O13 overall in a non-equilibrium geometry (ωB97M-V with the def2-TZVPD basis set, OMol25).

XYZ file:
```
128
Properties=species:S:1:pos:R:3:forces:R:3:lowdin_charge:R:1
C -1.070910 -3.286862 -0.191749 -2.8 -0.1 0.0 -0.16
O -1.438405 -2.433342 -1.259354 0.0 -0.1 -0.8 -0.11
H -0.056225 -3.211680 0.022874 1.8 0.5 0.0 0.04
H -1.305282 -4.346122 -0.277731 -0.1 -0.2 -0.7 0.10
H -1.670392 -2.953076 0.634218 -0.1 0.2 1.0 0.06
H -2.393808 -2.457754 -1.492142 1.1 -0.2 0.5 0.11
C -3.772963 2.287221 2.121975 -1.3 -0.6 0.2 -0.11
O -2.379082 2.065717 2.272371 -0.4 0.6 0.2 -0.15
H -4.335532 1.314248 2.159958 0.5 0.6 0.6 0.08
H -4.041876 2.589523 1.092587 0.3 0.8 0.7 0.09
H -4.067320 2.926678 2.975391 -0.2 0.0 -0.9 0.10
H -2.301133 1.268951 1.780216 0.9 -1.2 -0.9 0.01
C 3.070289 1.222573 -3.044819 0.1 -1.0 2.2 -0.11
O 1.660880 1.132655 -3.085261 -0.1 -0.9 0.0 -0.15
H 3.333371 2.091994 -2.472525 0.4 0.7 0.0 0.08
H 3.583850 1.196953 -3.968152 0.0 0.2 -1.3 0.08
H 3.436257 0.364818 -2.458674 0.2 0.2 -0.2 0.07
H 1.419855 0.591841 -2.298408 -0.4 0.3 -0.6 0.06
C -2.023365 -0.751618 2.861004 -2.3 -1.1 1.4 -0.13
O -2.763716 -0.833946 1.647086 0.6 0.5 -0.9 -0.13
H -1.836676 -1.743454 3.224712 0.3 -0.6 0.3 0.06
H -2.652228 -0.260537 3.617563 0.3 0.1 0.0 0.11
H -1.089425 -0.275820 2.825577 1.1 0.8 -0.8 0.05
H -3.625449 -1.215362 1.820224 -0.1 0.0 0.4 0.09
C 0.572938 -3.551457 3.666395 -0.9 8.5 3.1 -0.63
O 0.505336 -2.222558 4.085520 0.6 -6.7 -2.1 -0.10
N 1.152978 -4.482669 4.332647 3.8 -1.7 3.9 0.18
N 0.010873 -3.921907 2.569513 -2.8 -0.4 -4.2 0.16
H 1.830361 -4.127391 5.055892 -1.3 -0.7 -1.0 0.17
H 1.346517 -5.417163 3.977066 -0.2 0.5 0.1 0.13
H -0.516689 -3.193359 2.090521 0.3 -0.4 0.2 0.09
H -0.129852 -4.881723 2.227344 0.2 0.7 0.6 0.16
C -4.005764 1.700112 -2.772334 1.3 0.0 0.1 0.00
C -3.530864 0.671039 -1.700535 5.6 0.7 -7.2 -0.60
C -2.108184 0.924547 -1.226373 0.5 -0.1 -1.5 -0.02
O -4.222793 0.672650 -0.667374 -7.1 0.2 8.3 0.02
H -3.377106 1.911857 -3.679451 -0.3 -0.9 1.0 0.07
H -3.981005 2.625316 -2.244855 -0.1 1.1 0.5 0.07
H -5.011142 1.563501 -3.087431 -1.0 -0.5 -0.2 0.06
H -3.644187 -0.319655 -2.049822 0.7 -1.3 -1.9 0.11
H -1.825388 0.191616 -0.476620 0.2 -0.4 -0.4 0.06
H -2.070954 1.851337 -0.700608 -0.3 1.0 0.2 0.07
H -1.434648 1.022794 -2.081739 0.4 -0.4 0.4 0.08
H -4.294083 -0.243728 -0.388685 -0.4 0.5 0.7 0.12
C 0.003841 4.701045 1.623731 0.4 -1.1 0.9 -0.03
C -0.733537 5.327776 2.780089 7.7 3.3 0.2 -0.65
C -0.821069 6.811392 2.502889 1.6 0.8 0.6 -0.04
O -1.896807 4.890901 2.989590 -7.3 -3.4 0.4 0.03
H 1.078109 4.844576 1.587333 0.1 0.7 0.0 0.10
H -0.483973 4.943292 0.723609 -0.4 0.5 -1.4 0.06
H -0.080815 3.643450 1.726576 -0.2 -1.1 0.0 0.04
H -0.156701 5.176475 3.731786 0.5 0.3 -0.6 0.14
H 0.155994 7.334958 2.267220 -0.9 -0.9 0.5 0.10
H -1.272010 7.280324 3.367241 -0.3 0.4 0.0 0.08
H -1.407965 6.911969 1.629384 -1.0 0.4 -0.9 0.06
H -1.856453 3.919793 3.003353 -0.3 0.3 0.1 0.07
C -0.839776 3.054227 -4.151631 -1.8 0.6 -1.4 -0.04
C 0.198315 3.916924 -3.509332 -7.1 2.3 3.4 -0.63
C 0.083255 3.716858 -1.985353 -1.2 3.8 -0.3 -0.04
O 1.332301 3.608217 -3.907945 8.5 -1.9 -3.3 0.03
H -0.954060 3.281744 -5.228873 0.3 -0.1 0.3 0.10
H -1.823333 3.256537 -3.734697 -0.1 -0.2 0.2 0.07
H -0.595926 2.007363 -4.063913 0.1 -0.4 0.2 0.06
H 0.048906 4.959603 -3.770677 -0.6 0.5 0.2 0.14
H 0.005416 2.734235 -1.749637 0.5 -3.0 0.6 -0.01
H -0.860863 4.121558 -1.583143 0.1 0.2 -0.2 0.09
H 0.873941 4.257117 -1.466546 0.2 -0.3 0.1 0.09
H 1.367121 2.660535 -3.775747 0.9 -0.8 0.0 0.04
C 2.688912 -2.439829 -2.885722 0.0 -0.5 1.8 0.00
C 2.023813 -3.405091 -1.891248 -5.8 3.6 -2.7 -0.58
C 0.870561 -4.222523 -2.569979 -1.5 3.6 -0.5 -0.02
O 2.713630 -4.320865 -1.376247 6.8 -5.5 2.5 0.00
H 3.461200 -1.911783 -2.323082 0.3 -0.1 -0.4 0.08
H 1.988014 -1.704056 -3.215073 -0.6 0.4 -0.2 0.04
H 3.056267 -2.974921 -3.726961 0.6 -0.4 -0.7 0.08
H 1.666446 -2.801016 -1.027302 -0.6 0.5 -0.8 0.11
H 1.218252 -4.905383 -3.282676 1.1 -1.0 -0.9 0.06
H 0.258377 -3.492706 -3.140144 -0.2 -0.6 0.2 0.06
H 0.220694 -4.749008 -1.893474 0.0 -0.2 0.5 0.05
H 2.482374 -4.445593 -0.463147 0.1 -0.2 0.7 0.05
C 1.908175 -0.725417 1.100612 1.3 0.5 -1.3 -0.02
C 0.800351 -0.125419 0.241066 -2.7 1.8 10.1 -0.61
C 0.660164 1.403024 0.435196 1.1 -0.2 -0.5 -0.01
O 0.694972 -0.443146 -0.941366 0.5 -3.0 -11.1 -0.01
H 1.848910 -1.811382 1.094832 0.1 -0.1 0.0 0.05
H 1.853162 -0.348366 2.102123 -0.2 0.0 0.7 0.07
H 2.908649 -0.417148 0.713712 -0.4 -0.3 0.1 0.11
H -0.120865 -0.639274 0.689499 0.4 1.1 0.8 0.14
H 1.133745 1.549815 1.369901 0.1 0.8 1.2 0.03
H -0.355873 1.831568 0.424521 0.6 -0.4 -0.1 0.06
H 1.339528 1.951842 -0.270295 -0.8 -0.5 0.3 0.10
H 0.095750 -1.186348 -1.140007 0.3 0.5 -0.1 0.09
C -2.896089 -1.417698 -4.640817 0.6 -0.7 0.6 -0.02
C -1.705799 -0.440643 -4.781263 0.0 -2.7 6.5 -0.61
C -0.372702 -1.121740 -4.479720 0.5 -0.3 -2.0 -0.03
O -1.669668 0.180337 -5.881385 1.5 2.1 -7.7 0.04
H -3.072074 -1.956526 -5.594187 0.5 -0.1 0.7 0.09
H -3.799509 -0.860627 -4.469396 -0.5 0.4 0.2 0.05
H -2.726696 -2.090214 -3.735119 -0.3 0.5 -1.4 0.08
H -1.821052 0.358546 -4.065457 -0.2 -0.2 1.6 0.08
H -0.215633 -1.352903 -3.469628 -0.2 -0.3 1.6 0.02
H 0.539676 -0.595695 -4.803902 -0.7 0.5 0.0 0.09
H -0.305778 -2.062974 -5.029923 -0.2 -0.2 0.0 0.09
H -2.360145 0.799969 -5.979946 -1.1 1.0 -0.2 0.10
C 1.540163 2.743817 4.294388 0.1 1.1 -1.5 -0.02
C 0.367471 1.815601 4.269782 4.3 -3.7 -0.7 -0.63
C 0.555894 0.613143 5.166795 2.2 -0.2 1.7 -0.06
O -0.763448 2.331705 4.597297 -6.1 3.1 0.8 0.01
H 1.869352 2.837987 3.238986 0.5 -0.1 0.7 0.08
H 2.309755 2.432783 4.955581 0.9 -0.4 0.4 0.07
H 1.305338 3.771563 4.539148 -0.5 0.1 0.4 0.07
H 0.299941 1.432794 3.270920 0.1 -0.3 -1.1 0.09
H 1.478741 0.014832 5.026806 -0.5 0.3 -0.3 0.08
H -0.260929 -0.068498 5.233878 -0.8 -0.4 -0.5 0.05
H 0.635825 1.019191 6.193353 0.0 0.0 -0.2 0.09
H -1.413115 1.889071 4.022251 -0.3 0.7 0.5 0.08
C 4.328646 -5.751261 1.421358 1.4 0.3 -1.2 -0.02
C 3.524556 -4.523394 1.799966 9.2 -1.1 4.9 -0.66
C 4.248214 -3.227905 1.578558 2.1 1.2 0.5 -0.03
O 2.421774 -4.389841 1.273539 -9.9 -0.4 -4.8 0.00
H 4.626303 -5.661121 0.342839 -0.2 -0.4 0.8 0.11
H 3.960021 -6.738161 1.651596 -1.0 -0.2 -0.2 0.07
H 5.237423 -5.763801 2.021993 0.3 0.4 -0.2 0.08
H 3.416603 -4.582696 2.900543 0.2 -0.2 0.1 0.13
H 3.764786 -2.547309 2.257743 -0.1 0.6 0.4 0.07
H 4.134455 -2.725214 0.602670 0.1 -0.9 0.0 0.09
H 5.317678 -3.258027 1.873774 -0.5 0.0 -0.3 0.10
H 1.773842 -4.189695 1.930918 -1.0 0.4 -0.1 0.05
```
Forces are in eV/Å.

Values from the calculation:
electronic energy	-61022.146	eV
F_max	11.5	eV Å⁻¹
ΔE to the lowest compared entry with this formula, charge and spin	0.00	kcal per mole
spin multiplicity	1
orbital gap	0.3057	Ha